Entry from the Open Molecules 2025 dataset: a cluster of 3 separate species, C26H56Br2N8O5P2S in total in a non-equilibrium geometry (the ωB97M-V functional and the def2-TZVPD basis).

Cartesian coordinates (Å):
C 6.6206 -0.1364 -1.6756
C 5.0590 0.3314 -1.4771
O 4.4170 0.8780 -2.6830
C 3.2624 1.7479 -2.2933
O 3.1708 2.9923 -2.7701
C 2.1687 1.0696 -1.2697
C 0.6812 1.7785 -1.2947
C -0.5238 0.7316 -0.7983
C -0.2898 0.2402 0.7454
C -1.1452 1.4174 1.5743
C -1.1889 0.7308 3.0620
O -1.1518 1.2395 4.2959
N -1.3158 -0.7353 2.7143
C -1.0129 -1.1756 1.2608
N -0.1242 -2.3741 1.5575
C 1.1141 -2.2677 0.9848
S 2.4509 -2.4765 -0.1015
C -2.5376 -1.4103 0.7238
Br -3.5159 -2.5882 2.0626
C -2.7358 -2.0184 -0.7615
C -3.2787 -0.9110 -1.8926
Br -1.2055 -2.9811 -1.5839
H 7.2254 0.8348 -2.0051
H 7.1226 -0.5559 -0.6873
H 6.7881 -0.9464 -2.5099
H 5.0542 1.1760 -0.6655
H 4.4634 -0.5831 -0.9955
H 2.0301 -0.0514 -1.6289
H 2.6281 1.1446 -0.1755
H 0.6835 2.7504 -0.6180
H 0.4909 2.1373 -2.4055
H -0.5602 -0.1180 -1.6002
H -1.5270 1.3704 -0.8990
H 0.7921 0.4821 1.1201
H -2.2157 1.6784 1.1518
H -0.4805 2.4054 1.6485
H -0.5526 -1.2369 3.2563
H -3.1205 -0.3714 0.7640
H -3.6296 -2.8081 -0.6923
H -2.5433 -0.9256 -2.8315
H -4.3230 -1.2894 -2.3271
H -3.4071 0.1651 -1.4449
C -6.7227 3.2829 -5.6825
N -6.8937 2.1774 -4.7681
C -6.9732 0.8898 -5.4445
P -6.9507 2.1965 -3.0760
O -5.6050 1.4381 -2.9697
N -6.2860 3.6718 -2.4797
C -6.2865 4.9543 -3.1664
C -5.0803 3.5888 -1.6506
N -8.4977 3.0685 -3.1981
C -9.0900 3.2234 -1.8489
C -9.5638 2.4810 -4.0280
H -7.4043 4.1104 -5.4603
H -6.9580 3.0143 -6.7199
H -5.6926 3.6462 -5.6727
H -8.0094 0.5427 -5.4858
H -6.3920 0.1226 -4.9212
H -6.5898 0.9153 -6.4695
H -5.5016 5.0077 -3.9263
H -6.1101 5.7740 -2.4592
H -7.2503 5.1933 -3.6226
H -4.1826 3.4372 -2.2618
H -5.1598 2.7690 -0.9262
H -4.9364 4.4969 -1.0540
H -9.3432 2.2463 -1.4183
H -9.9950 3.8394 -1.8832
H -8.4079 3.7225 -1.1544
H -9.7507 1.4388 -3.7501
H -9.3335 2.5253 -5.0948
H -10.4990 3.0451 -3.9228
C 7.3884 -1.1816 4.7485
N 6.1708 -1.5298 4.0530
C 5.2268 -0.4233 3.9746
P 5.7563 -2.9893 3.3012
O 5.7923 -2.3372 1.8974
N 7.1734 -3.9294 3.0157
C 8.3956 -3.9035 3.8044
C 7.5245 -4.2254 1.6238
N 5.7149 -3.7390 4.9151
C 5.2202 -5.1313 4.8050
C 4.8814 -3.1090 5.9538
H 7.6710 -1.9378 5.4881
H 7.2922 -0.2586 5.3339
H 8.2127 -1.0307 4.0479
H 4.4202 -0.5563 4.7009
H 4.7659 -0.3556 2.9830
H 5.6869 0.5519 4.1633
H 9.0211 -3.0416 3.5548
H 8.9952 -4.8036 3.6218
H 8.2085 -3.9167 4.8810
H 8.0030 -3.3660 1.1391
H 6.6349 -4.5083 1.0480
H 8.2069 -5.0801 1.5518
H 4.1815 -5.1505 4.4517
H 5.2747 -5.6473 5.7696
H 5.8165 -5.7263 4.1072
H 3.8590 -2.9503 5.5963
H 5.2887 -2.1536 6.2920
H 4.8445 -3.7300 6.8577

* LUMO energy: -1.201 eV
* charge: 0
* gap between HOMO and LUMO: 6.74 eV
* structure (SMILES): CCOC(=O)CCC[C@H]1CC(=O)N[C@@]1(N=C=S)[C@H](Br)[C@@H](C)Br.CN(C)P(=O)(N(C)C)N(C)C.CN(C)P(=O)(N(C)C)N(C)C
* HOMO: -7.94 eV